1.
{"formula": "C17H26ILaO2P2", "method": "the ωB97M-V functional and the def2-TZVPD basis", "species": ["C", "C", "H", "H", "H", "O", "I", "La", "P", "C", "C", "H", "H", "H", "H", "H", "H", "C", "H", "H", "H", "P", "C", "C", "H", "H", "H", "C", "H", "H", "H", "H", "H", "H", "C", "O", "C", "C", "C", "C", "C", "C", "C", "C", "H", "H", "H", "H", "H"], "xyz": [[0.185, -1.014, -4.179], [0.207, 0.030, -3.134], [0.206, -0.582, -5.201], [-0.718, -1.637, -4.088], [1.053, -1.685, -4.080], [0.212, 1.216, -3.248], [0.168, -2.567, 2.293], [0.074, -1.407, -0.431], [2.679, -0.560, -1.112], [3.514, 0.936, -0.526], [3.422, -1.830, 0.002], [4.438, -1.983, -0.386], [4.667, -0.954, -2.390], [2.869, -2.782, -0.024], [3.299, -1.932, -3.018], [3.172, 1.169, 0.492], [3.459, -1.474, 1.040], [3.595, -0.941, -2.640], [4.597, 0.732, -0.521], [3.397, -0.177, -3.404], [3.288, 1.769, -1.204], [-2.398, -0.247, -1.125], [-3.348, 1.197, -0.592], [-3.245, -0.780, -2.657], [-2.408, -2.473, 0.019], [-4.015, -1.739, -0.239], [-2.957, -1.159, 1.096], [-2.983, -1.530, 0.065], [-2.929, -1.795, -2.947], [-4.327, -0.780, -2.463], [-4.417, 0.946, -0.700], [-3.121, 2.036, -1.266], [-3.008, -0.085, -3.473], [-3.128, 1.494, 0.447], [0.177, 1.960, -0.444], [0.511, 2.827, -1.138], [0.039, 0.948, 0.396], [-0.653, 0.980, 1.508], [-0.673, 1.226, 2.863], [-1.833, 1.221, 3.702], [-1.661, 1.137, 5.076], [-0.369, 1.117, 5.638], [0.745, 1.321, 4.823], [0.608, 1.427, 3.453], [-2.819, 1.297, 3.234], [-2.525, 1.094, 5.725], [-0.247, 0.996, 6.716], [1.746, 1.401, 5.251], [1.455, 1.634, 2.792]], "nbo_charge": [-0.773, 0.468, 0.287, 0.262, 0.263, -0.398, -0.390, 1.550, 0.720, -0.920, -0.929, 0.266, 0.263, 0.237, 0.246, 0.251, 0.271, -0.921, 0.262, 0.259, 0.267, 0.758, -0.931, -0.931, 0.216, 0.276, 0.278, -0.951, 0.244, 0.261, 0.262, 0.268, 0.261, 0.258, 0.730, -0.366, -0.763, 0.299, -0.266, -0.078, -0.218, -0.066, -0.221, -0.071, 0.234, 0.252, 0.252, 0.248, 0.224], "molar_mass_g_mol": 590.15, "gap_ev": [5.8128, 7.1573], "de_lowest_kcal_mol": 0.0, "total_charge": 2, "lumo_ev": [-7.54, -7.37]}

2.
{"formula": "C5H14N2", "method": "the ωB97M-V functional and the def2-TZVPD basis", "species": ["C", "N", "C", "C", "C", "C", "N", "H", "H", "H", "H", "H", "H", "H", "H", "H", "H", "H", "H", "H", "H"], "xyz": [[0.559, 0.956, 0.141], [1.367, 1.203, -1.152], [2.780, 1.502, -0.844], [-0.874, 0.562, -0.230], [-1.017, -0.955, -0.421], [-1.123, -1.786, 0.793], [-2.500, -1.584, 1.289], [0.678, 1.942, 0.618], [0.970, 0.222, 0.880], [1.249, 0.560, -1.815], [2.923, 2.570, -0.493], [3.382, 1.249, -1.665], [3.172, 0.811, -0.121], [-1.167, 1.063, -1.165], [-1.467, 1.007, 0.625], [-0.411, -1.512, -1.147], [-1.862, -1.079, -1.020], [-1.016, -2.899, 0.814], [-0.408, -1.548, 1.417], [-2.413, -1.736, 2.251], [-2.824, -0.551, 1.245]], "nbo_charge": [-0.217, -0.626, -0.417, -0.417, -0.441, -0.216, -0.820, 0.189, 0.163, 0.347, 0.189, 0.199, 0.167, 0.225, 0.207, 0.218, 0.216, 0.190, 0.160, 0.341, 0.344], "molar_mass_g_mol": 102.18, "gap_ev": 9.8425, "de_lowest_kcal_mol": 57.9, "smiles": "CNCCCCN", "lumo_ev": 1.11}

3.
{"formula": "C22H60BrF6N5O11S2", "method": "the ωB97M-V functional and the def2-TZVPD basis", "species": ["C", "C", "C", "O", "C", "N", "H", "H", "H", "H", "H", "H", "H", "H", "H", "H", "H", "H", "C", "C", "C", "O", "C", "N", "H", "H", "H", "H", "H", "H", "H", "H", "H", "H", "H", "H", "C", "C", "C", "O", "C", "N", "H", "H", "H", "H", "H", "H", "H", "H", "H", "H", "H", "H", "C", "C", "C", "O", "C", "N", "H", "H", "H", "H", "H", "H", "H", "H", "H", "H", "H", "H", "C", "C", "C", "O", "C", "N", "H", "H", "H", "H", "H", "H", "H", "H", "H", "H", "H", "H", "C", "F", "F", "F", "S", "O", "O", "O", "C", "F", "F", "F", "S", "O", "O", "O", "Br"], "xyz": [[2.430, -0.638, -5.188], [3.256, -1.269, -6.312], [4.713, -0.866, -6.242], [5.294, -1.356, -7.422], [6.717, -1.432, -7.370], [3.187, -2.760, -6.163], [3.754, -3.185, -6.909], [3.558, -3.076, -5.265], [2.246, -3.149, -6.257], [1.458, -1.148, -5.152], [2.126, 0.379, -5.422], [2.869, -0.733, -4.196], [2.796, -0.961, -7.248], [5.151, -1.304, -5.331], [4.781, 0.225, -6.183], [7.204, -0.470, -7.181], [7.027, -1.775, -8.352], [7.060, -2.102, -6.575], [4.044, 1.609, -0.443], [4.082, 0.123, -0.151], [4.884, -0.678, -1.194], [6.236, -0.521, -0.935], [7.118, -1.281, -1.733], [4.642, -0.228, 1.188], [4.769, -1.228, 1.356], [5.567, 0.197, 1.293], [4.023, 0.054, 1.975], [3.084, 2.062, -0.201], [4.158, 1.804, -1.511], [4.855, 2.182, 0.008], [3.090, -0.324, -0.219], [4.583, -0.318, -2.183], [4.546, -1.718, -1.025], [8.113, -0.863, -1.619], [6.791, -1.318, -2.776], [7.179, -2.318, -1.379], [0.298, -1.941, 3.633], [0.224, -3.397, 3.262], [0.711, -4.366, 4.317], [0.511, -5.665, 3.809], [1.325, -6.632, 4.450], [-1.134, -3.717, 2.774], [-1.303, -3.179, 1.912], [-1.317, -4.701, 2.569], [-1.841, -3.301, 3.400], [0.187, -1.245, 2.812], [1.241, -1.740, 4.141], [-0.461, -1.805, 4.408], [0.920, -3.663, 2.455], [0.105, -4.291, 5.232], [1.759, -4.177, 4.559], [1.337, -6.527, 5.538], [2.375, -6.570, 4.134], [0.962, -7.610, 4.149], [-10.133, 0.655, 1.686], [-8.768, 1.045, 2.226], [-8.033, 1.963, 1.292], [-6.783, 2.358, 1.738], [-5.690, 1.498, 1.401], [-8.975, 1.784, 3.553], [-8.132, 1.912, 4.121], [-9.392, 2.708, 3.425], [-9.560, 1.158, 4.111], [-10.727, 1.541, 1.460], [-10.690, 0.181, 2.504], [-10.071, -0.058, 0.873], [-8.186, 0.185, 2.560], [-8.614, 2.886, 1.151], [-8.017, 1.551, 0.272], [-4.816, 1.885, 1.905], [-5.581, 1.422, 0.318], [-5.897, 0.500, 1.807], [-2.541, 1.197, -0.564], [-1.102, 0.838, -0.769], [-0.321, 2.034, -1.298], [1.067, 1.766, -1.409], [1.450, 1.186, -2.638], [-0.477, 0.420, 0.536], [0.511, 0.174, 0.452], [-0.381, 1.318, 1.072], [-1.047, -0.252, 1.071], [-3.048, 1.445, -1.497], [-2.646, 2.055, 0.102], [-3.110, 0.357, -0.161], [-0.987, 0.020, -1.486], [-0.457, 2.826, -0.552], [-0.750, 2.371, -2.243], [1.172, 1.854, -3.459], [0.961, 0.209, -2.786], [2.520, 0.993, -2.643], [0.777, 2.041, 4.195], [1.601, 2.074, 5.243], [0.149, 0.839, 4.224], [-0.148, 2.979, 4.305], [1.679, 2.266, 2.579], [2.726, 3.213, 2.813], [2.193, 0.933, 2.182], [0.591, 2.676, 1.714], [-3.375, 4.865, 1.465], [-3.932, 3.769, 0.917], [-4.345, 5.728, 1.765], [-2.822, 4.485, 2.633], [-2.103, 5.540, 0.285], [-1.680, 4.319, -0.399], [-2.905, 6.458, -0.486], [-1.098, 6.132, 1.128], [-3.345, -1.387, 2.061]], "mulliken_charge": [-1.306, 0.240, -0.534, -0.361, -0.765, -0.286, 0.376, 0.338, 0.370, 0.428, 0.559, 0.107, 0.336, 0.098, 0.530, 0.329, 0.278, 0.315, -1.393, 0.915, -0.795, -0.356, -0.567, 0.026, 0.413, 0.438, 0.241, 0.112, 0.457, 0.334, -0.260, 0.275, 0.467, 0.285, 0.057, 0.321, -0.916, 0.322, -0.906, -0.362, -0.768, -0.099, 0.266, 0.333, 0.336, -0.098, 0.472, 0.495, 0.146, 0.411, 0.416, 0.328, 0.301, 0.264, -1.412, 0.210, -0.751, -0.296, -0.620, -0.309, 0.336, 0.357, 0.378, 0.358, 0.438, 0.381, 0.337, 0.385, 0.429, 0.184, 0.257, 0.310, -1.835, 0.591, -0.808, 0.031, -0.849, 0.676, 0.037, -0.012, 0.092, 0.480, 0.185, 0.451, 0.318, 0.248, 0.608, 0.409, 0.356, 0.085, 0.597, -0.235, -0.200, -0.192, 0.824, -0.675, -0.677, -0.647, 0.528, -0.232, -0.247, -0.249, 1.102, -0.650, -0.671, -0.678, -0.698], "molar_mass_g_mol": 828.77, "gap_ev": 5.2053, "de_lowest_kcal_mol": 0.0, "total_charge": 2, "lumo_ev": -5.32}

4.
{"formula": "C5H6OS", "method": "the ωB97M-V functional and the def2-TZVPD basis", "species": ["C", "C", "C", "C", "C", "H", "H", "H", "H", "H", "H", "O", "S"], "xyz": [[0.362, 0.725, 1.261], [-0.076, 0.521, -1.515], [0.490, -0.693, -1.418], [0.629, -1.421, -0.147], [0.467, -0.777, 1.163], [1.357, 1.188, 1.358], [-0.218, 0.963, 2.164], [-0.196, 0.988, -2.510], [0.870, -1.159, -2.327], [1.244, -2.328, -0.177], [1.042, -1.285, 1.941], [-0.589, -1.527, 0.633], [-0.664, 1.482, -0.098]], "nbo_charge": [-0.539, -0.309, -0.272, 0.011, 0.056, 0.228, 0.233, 0.229, 0.220, 0.193, 0.188, -0.469, 0.230], "molar_mass_g_mol": 114.17, "gap_ev": 9.2786, "de_lowest_kcal_mol": 33.9, "smiles": "C1=C[C@@H]2O[C@@H]2CS1", "lumo_ev": 0.88}

5.
{"formula": "CH3N3O2Si", "method": "the ωB97M-V functional and the def2-TZVPD basis", "species": ["C", "N", "N", "N", "O", "O", "Si", "H", "H", "H"], "xyz": [[0.568, -2.431, -0.991], [1.022, -3.464, -1.100], [-0.247, -0.062, 0.874], [-1.923, -0.963, -1.513], [-2.376, -2.056, -1.733], [-2.582, 0.037, -1.162], [-0.014, -0.650, -0.685], [0.245, -0.530, 1.775], [-1.051, 0.492, 1.058], [0.319, 0.364, -1.677]], "nbo_charge": [-0.175, -0.236, -1.335, 0.291, -0.360, -0.461, 1.547, 0.446, 0.440, -0.155], "molar_mass_g_mol": 117.14, "gap_ev": 9.5632, "de_lowest_kcal_mol": 21.9, "smiles": "N#C[Si@H](N)[N+](=O)[O-]", "lumo_ev": -0.45}

6.
{"formula": "C4H11N3", "method": "the ωB97M-V functional and the def2-TZVPD basis", "species": ["C", "C", "N", "N", "N", "H", "H", "H", "H", "H", "C", "C", "H", "H", "H", "H", "H", "H"], "xyz": [[-0.542, 0.819, 1.498], [-0.003, -0.402, 0.807], [2.521, 0.869, -0.055], [2.732, 1.127, -1.242], [0.675, -1.267, 1.472], [3.332, 1.950, -1.431], [0.965, -2.061, 0.888], [-0.707, 0.602, 2.557], [0.185, 1.629, 1.395], [-1.494, 1.148, 1.082], [-0.467, -0.734, -0.720], [-1.942, -0.501, -0.956], [-2.553, -1.036, -0.224], [-0.222, -1.774, -0.960], [0.118, -0.106, -1.397], [1.809, 0.008, 0.149], [-2.223, -0.836, -1.961], [-2.187, 0.564, -0.903]], "nbo_charge": [-0.694, 0.314, -0.318, -0.338, -0.635, 0.312, 0.334, 0.244, 0.243, 0.221, -0.470, -0.610, 0.209, 0.208, 0.223, 0.334, 0.219, 0.206], "molar_mass_g_mol": 101.15, "gap_ev": 9.5896, "de_lowest_kcal_mol": 80.4, "smiles": "[H]/N=C(/C)CC.[H]/N=N/[H]", "lumo_ev": 0.92}